a.
13
Properties=species:S:1:pos:R:3 method="wB97M-V/def2-TZVPD" orbital_gap_ha=0.3471 smiles=CSS.O.O charge=0 molar_mass_g_mol=116.21 lumo_energy_ev=0.297
C -0.330 1.592 0.266
S -1.261 0.949 1.797
S 0.391 0.566 3.054
H -0.864 2.498 -0.156
H -0.375 0.661 -0.263
H 0.714 1.820 0.509
H 0.475 -0.739 2.909
O -0.323 -0.534 -2.923
H -0.349 0.262 -2.343
H 0.607 -0.783 -2.930
O 0.668 -1.988 -0.134
H -0.221 -1.815 -0.439
H 0.867 -2.488 0.651

---

b.
13
Properties=species:S:1:pos:R:3 method="wB97M-V/def2-TZVPD" orbital_gap_ha=0.3279 smiles=CSS.O.O charge=0 molar_mass_g_mol=116.21 lumo_energy_ev=0.340
C 0.795 -1.799 -1.317
S -0.596 -0.639 -1.255
S -0.030 0.982 -2.376
H 1.006 -2.259 -0.359
H 1.674 -1.337 -1.772
H 0.495 -2.591 -2.027
H 1.080 1.462 -1.790
O -0.813 -0.086 1.990
H -0.026 -0.576 2.272
H -1.537 -0.718 2.015
O -0.351 2.733 1.684
H -1.288 2.965 1.683
H -0.409 1.863 1.253

---

Going by the computed energies, the most stable comes first: b, a.

---

a.
14
Properties=species:S:1:pos:R:3 method="wB97M-V/def2-TZVPD" orbital_gap_ha=0.3854 smiles="N/C=[NH+]/NC=[NH2+]" charge=+2 molar_mass_g_mol=88.11 lumo_energy_ev=-9.052
N 1.002 -1.495 2.004
C 0.148 -1.299 1.054
N -0.051 -0.188 0.383
N -0.868 -0.025 -0.665
C -0.943 1.122 -1.448
N 0.152 1.768 -1.568
H 1.327 -2.329 2.411
H 1.441 -0.712 2.426
H -0.503 -2.152 0.542
H 0.517 0.654 0.834
H -1.849 -0.448 -0.453
H -1.793 1.163 -1.986
H 0.357 2.481 -2.186
H 0.952 1.411 -1.106

---

b.
14
Properties=species:S:1:pos:R:3 method="wB97M-V/def2-TZVPD" orbital_gap_ha=0.3662 charge=+2 molar_mass_g_mol=88.11 lumo_energy_ev=-9.393
C -1.026 1.367 0.130
C 1.345 -1.137 -0.825
N -1.431 2.361 0.804
N -0.260 -0.950 0.107
N 1.844 -2.290 -0.810
N -0.748 0.228 0.772
H -0.811 1.482 -0.912
H 1.601 -0.177 -1.234
H -1.605 3.236 0.451
H -1.487 2.307 1.863
H -0.930 -1.172 -0.722
H 2.785 -2.343 -1.183
H 1.421 -3.004 -0.255
H -0.697 0.091 1.814

---

c.
14
Properties=species:S:1:pos:R:3 method="wB97M-V/def2-TZVPD" orbital_gap_ha=0.4283 smiles="[NH3+]NC1=N[C@H]1[NH3+]" charge=+2 molar_mass_g_mol=88.11 lumo_energy_ev=-7.934
N 2.415 -0.182 0.156
N 1.253 0.424 -0.354
C 0.108 -0.233 -0.252
N -0.474 -1.188 0.307
C -1.292 -0.317 -0.615
N -2.351 0.350 0.282
H 2.917 0.371 1.076
H 3.304 -0.285 -0.506
H 2.172 -1.118 0.644
H 1.443 1.202 -0.957
H -1.683 -0.679 -1.461
H -3.375 -0.017 0.142
H -2.539 1.440 0.295
H -1.899 0.231 1.243

---

Going by the computed energies, the most stable comes first: a, b, c.

---

a.
23
Properties=species:S:1:pos:R:3 method="wB97M-V/def2-TZVPD" orbital_gap_ha=0.4192 charge=+1 molar_mass_g_mol=132.18 lumo_energy_ev=-3.344
C -2.384 1.736 -0.408
C -0.917 1.336 -0.297
C -0.713 0.362 0.872
N 0.588 -0.315 0.822
C 1.613 0.115 1.747
C 0.774 -1.232 -0.051
O 0.020 -1.717 -0.956
O 2.279 -1.988 -0.053
C 2.470 -2.892 -1.095
H -3.018 0.870 -0.586
H -2.719 2.226 0.501
H -2.519 2.428 -1.234
H -0.309 2.227 -0.143
H -0.592 0.883 -1.237
H -0.761 0.904 1.817
H -1.512 -0.387 0.883
H 1.304 -0.110 2.768
H 1.754 1.192 1.650
H 2.544 -0.400 1.529
H -0.884 -1.362 -1.020
H 1.701 -3.666 -1.131
H 3.428 -3.353 -0.841
H 2.554 -2.390 -2.063

---

b.
23
Properties=species:S:1:pos:R:3 method="wB97M-V/def2-TZVPD" orbital_gap_ha=0.4396 smiles=CC1(C)[NH2+]C(C)(C)OO1 charge=+1 molar_mass_g_mol=132.18 lumo_energy_ev=-3.135
C 1.842 -1.328 0.633
C 1.300 0.074 0.439
C 2.245 1.041 -0.173
N -0.035 -0.102 -0.603
C -1.240 0.149 0.320
C -1.846 1.513 0.123
C -2.190 -1.032 0.247
O -0.582 0.010 1.613
O 0.639 0.691 1.436
H 1.939 -1.977 -0.297
H 1.250 -1.966 1.341
H 2.837 -1.461 1.000
H 3.283 0.779 0.051
H 2.100 2.046 0.033
H 2.112 0.920 -1.217
H 0.068 0.715 -1.237
H -0.157 -1.110 -1.062
H -2.475 1.534 0.985
H -2.469 1.481 -0.716
H -1.055 2.236 0.031
H -2.779 -1.174 -0.650
H -2.854 -1.019 1.146
H -1.466 -1.833 0.242

---

c.
23
Properties=species:S:1:pos:R:3 method="wB97M-V/def2-TZVPD" orbital_gap_ha="0.3081 / 0.1987" charge=+1 molar_mass_g_mol=132.18 lumo_energy_ev="-2.968 / -4.318"
C -1.596 1.471 0.565
C -0.448 1.096 -0.329
C -1.767 -1.045 0.346
C 1.561 -0.169 0.125
C 2.060 -0.319 -1.240
C 2.405 -0.781 1.114
N -2.665 0.280 0.307
O 0.325 0.226 0.508
O -1.531 -1.425 -0.893
H -1.275 1.141 1.631
H -1.963 2.472 0.469
H -0.737 0.666 -1.352
H 0.125 2.011 -0.484
H -2.383 -1.707 1.080
H 3.101 -0.349 -1.262
H 1.663 0.471 -1.852
H 1.559 -1.160 -1.659
H 2.209 -1.823 0.984
H 2.138 -0.394 2.097
H 3.415 -0.574 0.867
H -3.327 0.264 1.182
H -3.119 0.653 -0.560
H -2.052 -2.202 -1.260

---

Going by the computed energies, the most stable comes first: a, b, c.

---

a.
18
Properties=species:S:1:pos:R:3 method="wB97M-V/def2-TZVPD" orbital_gap_ha=0.3458 charge=0 molar_mass_g_mol=119.14 lumo_energy_ev=0.831
C 2.841 0.264 0.488
O 2.304 -0.786 -0.143
C 0.903 -0.908 -0.308
C 0.014 0.121 -0.364
F 0.441 1.332 0.001
C -1.389 -0.002 -0.938
C -2.549 0.387 0.028
N -2.491 -0.594 1.013
H 2.371 1.403 0.043
H 2.542 0.219 1.678
H 4.027 0.399 0.388
H 0.547 -1.882 -0.754
H -1.470 -1.165 -1.156
H -1.673 0.559 -1.902
H -2.605 1.486 0.318
H -3.397 0.273 -0.357
H -1.720 -0.379 1.761
H -2.503 -1.625 0.584

---

b.
18
Properties=species:S:1:pos:R:3 method="wB97M-V/def2-TZVPD" orbital_gap_ha=0.3956 charge=0 molar_mass_g_mol=119.14 lumo_energy_ev=0.982
C 1.882 1.030 -0.097
C 0.856 0.076 -0.631
C -0.365 -0.300 0.218
C -1.408 -0.918 -0.682
C -1.389 0.852 0.263
H 2.756 1.065 -0.728
H 2.240 0.672 0.850
H 1.431 2.029 0.104
H 0.455 0.455 -1.569
H 0.871 -1.513 1.226
H -0.658 -1.415 1.812
H -1.135 -1.401 -1.642
H -1.986 -1.680 -0.134
H -2.006 0.913 1.196
H -0.995 1.867 0.113
N 0.112 -0.874 1.435
O -2.156 0.289 -0.824
F 1.497 -1.146 -0.910

---

Going by the computed energies, the most stable comes first: b, a.

---

a.
16
Properties=species:S:1:pos:R:3 method="wB97M-V/def2-TZVPD" orbital_gap_ha=0.4428 charge=+1 molar_mass_g_mol=113.06 lumo_energy_ev=-3.235
Na -0.078 -0.564 -0.319
O -1.114 1.649 0.570
H -2.066 1.638 0.668
H -0.895 2.573 0.450
O -0.739 0.596 -2.345
H -1.634 0.923 -2.249
H -0.359 1.137 -3.038
O 1.727 -1.905 0.583
H 1.920 -2.816 0.802
H 2.488 -1.417 0.897
O -1.742 -1.707 1.266
H -2.211 -2.395 0.794
H -1.354 -2.153 2.018
O 1.734 1.274 0.138
H 2.604 0.969 -0.121
H 1.720 2.198 -0.113

---

b.
16
Properties=species:S:1:pos:R:3 method="wB97M-V/def2-TZVPD" orbital_gap_ha=0.4521 charge=+1 molar_mass_g_mol=113.06 lumo_energy_ev=-3.216
Na -21.501 6.047 -6.402
O -21.298 4.600 -8.322
H -21.657 4.601 -9.218
H -20.796 3.780 -8.240
O -22.973 4.341 -5.617
H -23.585 4.446 -4.876
H -23.511 4.080 -6.379
O -19.537 4.739 -5.731
H -19.452 3.791 -5.567
H -19.212 5.163 -4.924
O -23.110 7.571 -7.403
H -23.054 8.289 -8.047
H -24.040 7.543 -7.142
O -21.171 7.991 -4.962
H -20.567 8.740 -4.879
H -21.924 8.215 -4.400

---

Going by the computed energies, the most stable comes first: b, a.

---

a.
18
Properties=species:S:1:pos:R:3 method="wB97M-V/def2-TZVPD" orbital_gap_ha=0.2287 smiles=CN[C@H](CN)C[S-] charge=-1 molar_mass_g_mol=119.21 lumo_energy_ev=3.757
C 0.081 2.341 -0.563
N -0.091 0.962 -1.058
C -0.198 -0.028 0.072
C 1.022 -0.959 -0.159
N 1.411 -1.769 0.963
C -1.468 -0.854 0.012
S -1.854 -1.576 1.735
H 0.985 2.325 0.051
H 0.216 2.969 -1.449
H -0.753 2.732 0.027
H -0.991 0.956 -1.525
H 0.032 0.448 1.024
H 1.873 -0.377 -0.507
H 0.789 -1.583 -1.019
H 0.649 -2.268 1.414
H 1.992 -1.321 1.655
H -1.331 -1.751 -0.584
H -2.363 -0.248 -0.089

---

b.
18
Properties=species:S:1:pos:R:3 method="wB97M-V/def2-TZVPD" orbital_gap_ha=0.1575 charge=-1 molar_mass_g_mol=119.21 lumo_energy_ev=3.860
C -1.224 -0.332 -2.688
C -0.871 0.050 -1.223
S 0.564 -0.964 -0.887
H -1.473 -1.415 -2.658
H -0.271 -0.193 -3.221
H -2.092 0.196 -3.113
H -1.661 -0.083 -0.459
H -0.504 1.096 -1.154
C 0.891 -0.585 0.897
C 0.422 0.731 1.349
N 1.318 1.828 1.445
N 0.435 -1.848 1.675
H 2.016 -0.617 0.891
H -0.534 0.909 1.854
H 1.010 2.475 2.190
H 1.336 2.408 0.561
H -0.483 -1.671 2.065
H 1.122 -1.985 2.476

---

c.
18
Properties=species:S:1:pos:R:3 method="wB97M-V/def2-TZVPD" orbital_gap_ha=0.2507 charge=-1 molar_mass_g_mol=119.21 lumo_energy_ev=3.965
C 1.652 -2.088 -0.070
C 0.303 -1.415 0.104
S -0.333 -0.760 -1.448
N 2.594 -1.332 -0.937
H 1.498 -3.065 -0.589
H 2.125 -2.181 0.943
H 0.425 -0.576 0.876
H -0.409 -2.148 0.544
H 2.951 -0.490 -0.478
H 2.066 -0.995 -1.768
C -0.508 2.209 0.661
C -1.872 2.165 0.726
N -2.644 1.211 -0.014
H -0.021 1.420 0.050
H 0.022 2.891 1.310
H -2.463 2.922 1.271
H -1.999 0.586 -0.541
H -3.386 1.647 -0.640

---

Going by the computed energies, the most stable comes first: c, a, b.